Entry 1:
# C7H15N5

2 unconnected molecules or ions with the total composition C7H15N5 in a non-equilibrium geometry (ωB97M-V/def2-TZVPD, OMol25).

```
! wB97M-V def2-TZVPD RIJCOSX def2/J DEFGRID3
* xyz 2 1
C 2.3067 -1.0748 -0.7457
C 2.5600 0.1619 -0.2681
C 0.2240 0.6016 0.2105
C -1.1578 2.3798 0.7535
C -0.3672 -0.5822 0.1913
C 0.2902 2.4460 -1.1411
C -0.3961 -2.9824 0.6351
N 1.3434 -1.9391 -0.3802
N -0.3047 1.8593 -0.0678
N 0.2881 -1.7620 0.3615
N 3.4822 0.7690 0.3683
N -3.1458 -0.5627 0.1297
H 2.9906 -1.3434 -1.5077
H -1.7350 3.2168 0.4752
H -1.4534 1.6981 1.6222
H -1.4906 -0.6771 -0.0209
H -0.0324 3.4853 -1.1925
H 1.3324 2.3227 -1.2526
H -0.1160 1.8548 -2.0343
H -0.7660 -3.5656 -0.2039
H 0.2303 -3.6990 1.1520
H -1.1981 -2.7582 1.1984
H 4.2689 0.2906 0.7151
H 3.3935 1.8265 0.5562
H -3.7245 -0.5035 -0.7468
H -3.5699 0.0590 0.8177
H -3.2528 -1.5217 0.3749
*
```

Results
Orbital gap (alpha / beta) = 6.98 / 6.98 eV
DFT total energy = -14928.959 eV
Largest force on an atom = 5.58 eV Å⁻¹

These are the Mulliken partial charges, in e, on atoms 1 to 6: -0.26 0.31 -1.02 -0.13 0.26 -0.80

Entry 2:
# C7H15NO

2 unconnected molecules or ions with the total composition C7H15NO in a non-equilibrium geometry (ωB97M-V/def2-TZVPD, OMol25).

```
! wB97M-V def2-TZVPD RIJCOSX def2/J DEFGRID3
* xyz 0 1
C 0.5175 -1.3956 -2.1686
N 1.6064 -1.7867 -1.5570
C 0.6171 0.7115 -0.5651
O 1.8421 0.3676 -0.2760
H 2.0366 -0.8863 -0.8214
H 1.5245 -2.6500 -1.0292
H 0.3908 1.3330 -1.4379
H 0.5793 -0.5639 -2.8559
H -0.3536 -2.0400 -2.2457
C -1.9480 0.1802 -0.4985
C -0.3843 -1.0083 1.1229
C 0.5969 1.7269 1.9979
C -0.6377 0.2138 0.2645
C -0.2496 1.5262 0.7873
H -0.7911 2.3855 0.4103
H -2.0408 -0.7310 -1.0962
H -2.7838 0.2191 0.1994
H -2.0342 1.0407 -1.1716
H -0.9745 -0.9612 2.0394
H -0.6519 -1.9133 0.5763
H 0.6678 -1.0799 1.3941
H 0.1014 1.3576 2.9024
H 0.8334 2.7826 2.1380
H 1.5357 1.1717 1.8905
*
```

Results
Orbital gap (alpha / beta) = 7.06 / 7.06 eV
DFT total energy = -11036.429 eV
Largest force on an atom = 2.75 eV Å⁻¹

These are the Mulliken partial charges, in e, on atoms 1 to 6: -0.42 -0.40 -0.87 -0.75 0.36 0.29

Entry 3:
# C7H15NO

C7H15NO in the gas phase (ωB97M-V/def2-TZVPD, OMol25).

```
! wB97M-V def2-TZVPD RIJCOSX def2/J DEFGRID3
* xyz 0 1
C -0.7153 -0.3659 0.1942
C 0.6146 0.3133 -0.2523
C -0.3170 1.3122 1.6694
C -1.6575 -0.7555 -0.9378
C -0.4726 -1.5874 1.0912
C 1.7559 -0.6590 -0.5459
C 0.4062 1.2346 -1.4637
N 0.9311 1.1003 0.9463
O -1.3389 0.6734 0.9514
H 1.3618 1.9837 0.6976
H -0.5871 2.3708 1.7763
H -0.2188 0.8731 2.6792
H -1.9472 0.1125 -1.5267
H -2.5606 -1.1864 -0.5019
H -1.1843 -1.4984 -1.5836
H 0.2776 -1.3717 1.8426
H -1.4069 -1.8401 1.5891
H -0.1484 -2.4370 0.4992
H 2.0538 -1.1810 0.3528
H 2.6133 -0.1131 -0.9165
H 1.4524 -1.3774 -1.2953
H 0.2208 0.6590 -2.3631
H 1.3017 1.8377 -1.6169
H -0.4348 1.9023 -1.2855
*
```

Results
Orbital gap = 9.79 eV
DFT total energy = -11039.930 eV
Largest force on an atom = 0.79 eV Å⁻¹
SMILES string = CC1(C)NCOC1(C)C

These are the Mulliken partial charges, in e, on atoms 1 to 6: 1.57 1.63 -0.51 -1.80 -1.89 -1.91

Entry 4:
# C7H15NO

2 unconnected molecules or ions with the total composition C7H15NO in a non-equilibrium geometry (ωB97M-V/def2-TZVPD, OMol25).

```
! wB97M-V def2-TZVPD RIJCOSX def2/J DEFGRID3
* xyz 0 1
C -0.3333 0.5292 -1.1210
C 0.1728 2.1151 1.5487
C 0.0524 -2.5114 0.5363
C -1.8266 0.3419 -1.0411
C 0.3727 -0.1076 -2.2908
N 0.8679 1.1567 0.6870
C 0.8073 -0.2130 1.0843
C 0.1555 -1.0411 0.2905
O 1.5263 -0.4328 2.2639
H 1.4684 -1.3742 2.4664
H 1.8313 1.4447 0.5316
H -0.1472 1.6037 -1.1753
H -0.8777 1.8309 1.6029
H 0.2410 3.1094 1.1059
H 0.5818 2.1306 2.5626
H 0.6554 -3.0803 -0.1789
H 0.3689 -2.8415 1.5424
H -0.9791 -2.8513 0.4112
H -2.2112 0.6737 -0.0790
H 1.4525 -0.1038 -2.1388
H -2.0976 -0.7006 -1.1754
H -2.3069 0.9684 -1.8046
H 0.0447 -1.1350 -2.4339
H 0.1807 0.4883 -3.1947
*
```

Results
Orbital gap = 8.52 eV
DFT total energy = -11035.355 eV
Largest force on an atom = 2.73 eV Å⁻¹

These are the Mulliken partial charges, in e, on atoms 1 to 6: 0.48 -0.92 -1.30 -1.20 -1.32 -0.10

Entry 5:
# C7H15NO

2 unconnected molecules or ions with the total composition C7H15NO in a non-equilibrium geometry (ωB97M-V/def2-TZVPD, OMol25).

```
! wB97M-V def2-TZVPD RIJCOSX def2/J DEFGRID3
* xyz 0 1
C -0.1901 1.4675 1.0962
C -1.3876 2.1946 0.5846
C -0.3856 0.6612 2.3560
N -1.0302 1.0612 -0.2540
O -0.4014 1.3943 -1.4443
H 0.0310 2.2661 -1.3895
H 0.7168 2.0774 1.0884
H -1.2443 3.1953 0.1716
H -2.3474 2.0483 1.0699
H -0.5361 1.3152 3.2170
H 0.4961 0.0571 2.5637
H -1.2341 -0.0067 2.2274
C 0.6674 -1.5175 -2.3590
C 1.5475 -0.9683 -0.0489
C 0.4853 -1.5891 -0.8754
C -0.5937 -2.1422 -0.3225
H 1.5884 -1.3921 0.9504
H 1.6208 -1.9747 -2.6613
H -0.1524 -2.0124 -2.8836
H 0.6919 -0.4716 -2.6789
H 1.2500 0.1467 0.2341
H 2.5397 -1.1152 -0.4736
H -0.7123 -2.1967 0.7509
H -1.4194 -2.4981 -0.9191
*
```

Results
Orbital gap = 9.38 eV
DFT total energy = -11035.688 eV
Largest force on an atom = 3.05 eV Å⁻¹
SMILES string = C[C@@H]1CN1O.C=C(C)C

These are the Mulliken partial charges, in e, on atoms 1 to 6: 0.13 -0.51 -1.36 -0.08 -0.31 0.29

Entry 6:
# C7H15NO2Si

2 unconnected molecules or ions with the total composition C7H15NO2Si in a non-equilibrium geometry (ωB97M-V/def2-TZVPD, OMol25).

```
! wB97M-V def2-TZVPD RIJCOSX def2/J DEFGRID3
* xyz 0 3
C -2.0312 0.6101 -1.6471
C -2.0178 -0.5911 -2.3385
C -2.8973 1.0956 -0.4548
C -2.3743 2.4192 -0.1234
C 1.7151 0.9407 -0.0040
C 1.8917 -1.3018 2.1719
C 1.1680 -2.0810 -0.4730
N -1.1178 1.5771 -1.8598
O -1.3557 2.6886 -1.0958
O -0.6598 -0.3376 0.9496
Si 0.8396 -0.5330 0.7697
H -1.2437 -0.6503 -3.0843
H -2.7451 -1.3601 -2.2080
H -3.9253 1.0253 -0.6812
H -2.6658 0.3055 0.3349
H -3.0722 3.2842 -0.3530
H -1.9247 2.5929 0.8465
H 0.7335 1.4991 -0.2730
H 2.1527 1.5658 0.7327
H 2.2869 0.9608 -0.8968
H 1.5139 -0.8402 3.1789
H 1.6325 -2.4304 2.1758
H 2.9390 -1.3424 2.3157
H 1.0902 -3.0687 -0.0003
H 0.3486 -1.8709 -1.1908
H 2.0541 -1.9775 -0.9350
*
```

Results
Orbital gap (alpha / beta) = 8.83 / 5.97 eV
DFT total energy = -20959.761 eV
Largest force on an atom = 5.83 eV Å⁻¹

These are the Mulliken partial charges, in e, on atoms 1 to 6: 0.82 -1.25 -0.40 -0.33 -0.89 -1.09